Entry 1:
An isolated molecule of C18H15F2N3O7 at a distorted geometry, computed with ωB97M-V/def2-TZVPD.

```
45
Properties=species:S:1:pos:R:3:lowdin_charge:R:1
O 5.0154 0.1560 0.9297 0.096
C 4.1469 0.5591 0.1952 -0.420
C 4.0700 2.0417 -0.2282 -0.037
O 2.9474 2.7072 0.3576 0.052
C 1.7764 2.6349 -0.2477 -0.452
O 1.5616 2.0206 -1.2691 0.092
C 0.7065 3.4328 0.4753 -0.051
N -0.5958 3.0031 0.0339 0.077
C -1.4358 2.3705 0.9057 -0.454
O -1.2937 2.4229 2.1053 0.099
C -2.5416 1.6117 0.2438 -0.128
C -3.1630 2.0434 -0.9252 -0.017
C -4.1462 1.2710 -1.5240 -0.050
C -4.5035 0.0523 -0.9770 0.012
C -3.8868 -0.3686 0.1946 -0.140
N -4.2521 -1.6469 0.7655 -0.358
O -5.0880 -2.2994 0.1788 0.083
O -3.7039 -1.9835 1.7891 0.098
C -2.9233 0.4068 0.8203 0.064
N 3.1572 -0.1802 -0.3585 0.165
C 2.8347 -1.5164 -0.1203 -0.137
C 3.5586 -2.3537 0.7222 0.005
C 3.1517 -3.6619 0.9148 -0.070
C 2.0285 -4.1575 0.2758 -0.074
C 1.2990 -3.3390 -0.5711 -0.001
C 1.7046 -2.0336 -0.7656 -0.159
O 0.9989 -1.1807 -1.6555 0.072
C -0.1388 -0.6601 -1.2063 -0.462
F 0.0126 -0.0252 -0.0121 0.098
F -1.1112 -1.5802 -0.9738 0.096
H 4.9503 2.5588 0.1556 0.140
H 4.0188 2.1179 -1.3199 0.138
H 0.8619 4.4986 0.2691 0.143
H 0.7765 3.2705 1.5548 0.140
H -0.6417 2.7574 -0.9453 0.127
H -2.8958 2.9966 -1.3574 0.117
H -4.6294 1.6181 -2.4243 0.110
H -5.2507 -0.5770 -1.4356 0.121
H -2.4579 0.0711 1.7346 0.138
H 2.5205 0.2896 -0.9983 0.115
H 4.4294 -1.9663 1.2239 0.104
H 3.7204 -4.2982 1.5750 0.107
H 1.7138 -5.1768 0.4333 0.105
H 0.4183 -3.7040 -1.0759 0.122
H -0.5253 0.0634 -1.9405 0.176
```

The structure (SMILES) is O=C(COC(=O)CNC(=O)c1cccc([N+](=O)[O-])c1)Nc1ccccc1OC(F)F. As for the max |F|: 1.748 eV/Å. The calculation puts the gap between HOMO and LUMO at 8.28 eV. As for the LUMO energy: -0.6204 eV. The charge is 0.

Entry 2:
A cluster of 3 separate species, C18H15F3 in total at a distorted geometry, computed with ωB97M-V/def2-TZVPD.

```
36
Properties=species:S:1:pos:R:3:lowdin_charge:R:1
F -13.4553 17.4578 10.2739 0.038
C -14.3351 18.3026 9.7131 -0.258
C -14.0652 19.6172 9.5959 0.007
C -14.9524 20.4716 8.8751 -0.054
C -16.1156 19.9342 8.3339 -0.052
C -16.3488 18.5738 8.5010 -0.054
C -15.4853 17.7921 9.1912 -0.106
H -13.2062 20.0008 10.1264 0.117
H -14.7312 21.5261 8.7999 0.098
H -16.8772 20.6023 7.9597 0.104
H -17.2988 18.1940 8.1551 0.091
H -15.6508 16.7289 9.2844 0.012
F -17.1305 16.1950 9.5861 -0.045
C -16.5246 16.3579 10.7613 -0.243
C -17.3175 16.5202 11.8796 0.014
C -16.7067 16.4966 13.1291 -0.080
C -15.3324 16.3641 13.2523 -0.071
C -14.5245 16.1042 12.1266 -0.036
C -15.1236 16.1156 10.8852 -0.055
H -18.3755 16.5972 11.6771 0.122
H -17.3452 16.5472 13.9987 0.103
H -14.8777 16.4013 14.2312 0.099
H -13.4637 15.9352 12.2383 0.115
H -14.5016 15.8800 10.0343 0.120
F -16.5799 13.0548 5.3160 0.041
C -16.7907 14.1217 6.1210 -0.274
C -18.0577 14.7280 6.1321 0.009
C -18.2565 15.8042 7.0277 -0.048
C -17.2330 16.2757 7.7906 -0.185
C -15.9544 15.6863 7.7493 -0.034
C -15.7485 14.6150 6.8979 0.016
H -18.8599 14.2798 5.5646 0.108
H -19.2326 16.1984 7.2691 0.111
H -17.5368 17.0855 8.4374 0.069
H -15.1542 15.9786 8.4131 0.083
H -14.7886 14.1202 6.8839 0.118
```

The structure (SMILES) is Fc1ccccc1.Fc1ccccc1.Fc1ccccc1. As for the max |F|: 8.603 eV/Å. The calculation puts the gap between HOMO and LUMO at 9.16 eV. As for the LUMO energy: 0.7127 eV. The charge is 0.

Entry 3:
A structure of composition C18H15F3In at a distorted geometry, computed with ωB97M-V/def2-TZVPD.

```
37
Properties=species:S:1:pos:R:3:lowdin_charge:R:1
In 1.0617 -1.0900 0.2313 1.194
F 0.0238 1.4744 -0.9905 0.000
C -0.1728 2.7881 -1.0968 -0.209
C 0.7862 3.6293 -1.6465 0.033
C 0.4856 4.9774 -1.7354 0.038
C -0.8410 5.4355 -1.4863 0.042
C -1.7990 4.6012 -0.9409 -0.011
C -1.4535 3.2698 -0.7247 0.061
H 1.7579 3.2508 -1.9333 0.139
H 1.2729 5.6277 -2.0918 0.140
H -1.0895 6.4649 -1.7166 0.141
H -2.8085 4.9228 -0.7357 0.134
H -2.1669 2.6439 -0.2033 0.116
F 1.6516 -3.5924 -1.2575 -0.019
C 2.1371 -4.7259 -1.7586 -0.197
C 3.3026 -4.7054 -2.5390 0.038
C 3.8898 -5.8656 -2.9653 0.007
C 3.2053 -7.0733 -2.7343 0.067
C 2.0043 -7.1140 -1.9740 0.017
C 1.4836 -5.9411 -1.4981 0.038
H 3.8035 -3.7589 -2.7216 0.139
H 4.8204 -5.8887 -3.5132 0.140
H 3.5866 -7.9759 -3.1976 0.142
H 1.5489 -8.0865 -1.8534 0.139
H 0.5630 -5.9513 -0.9254 0.139
F -1.1160 0.3887 1.5965 -0.043
C -1.6861 1.1211 2.5699 -0.218
C -3.0574 1.3885 2.4851 0.024
C -3.6692 2.1715 3.4329 0.001
C -2.8680 2.6517 4.4783 0.047
C -1.4657 2.4123 4.5465 0.010
C -0.8729 1.6225 3.5895 0.027
H -3.5833 0.9484 1.6437 0.140
H -4.7221 2.4005 3.3644 0.137
H -3.2811 3.2408 5.2892 0.138
H -0.9310 2.8572 5.3727 0.136
H 0.1991 1.4801 3.6398 0.133
```

As for the max |F|: 1.506 eV/Å. The calculation puts the gap between HOMO and LUMO at 1.40 eV. As for the LUMO energy: -14.9687 eV. The charge is +3.

Entry 4:
A structure of composition C18H15N2NiOS3Se3Te, computed with ωB97M-V/def2-TZVPD.

```
44
Properties=species:S:1:pos:R:3:lowdin_charge:R:1
Ni 1.1469 -0.7004 -2.4281 -0.256
Se 1.7939 2.3760 -5.5280 -0.282
Se 3.3832 0.6831 -5.3057 -0.284
Te 1.5987 -1.0870 -4.9235 0.412
Se 2.3045 -2.6147 -3.0956 0.012
C 4.9062 0.0669 -1.8798 -0.089
C 3.9135 1.1720 -1.8135 -0.652
N 2.6429 1.0112 -1.9837 0.052
C 1.9557 2.2032 -1.9535 -0.358
C 2.7226 3.2977 -1.7320 -0.349
S 4.3624 2.8276 -1.5799 1.038
C 0.5238 2.1387 -2.2010 -0.345
C -0.3884 3.1385 -2.1961 -0.337
S -1.9254 2.5219 -2.6301 1.062
C -1.2679 0.9416 -2.7691 -0.617
N 0.0045 0.9037 -2.5155 -0.020
C -2.0654 -0.2496 -3.1648 -0.069
H 4.3699 -0.8788 -1.8358 0.030
H 5.6308 0.1266 -1.0662 0.074
H 5.4377 0.1077 -2.8320 0.067
H 2.4206 4.3312 -1.7027 0.075
H -0.2265 4.1854 -2.0048 0.077
H -3.1257 -0.1045 -2.9617 0.073
H -1.6991 -1.1127 -2.6085 0.070
H -1.9309 -0.4407 -4.2312 0.082
C -3.8727 -0.1084 4.8732 -0.045
C -3.6136 -1.0640 6.0100 -0.753
O -4.2530 -1.0545 7.0302 -0.018
S -2.3324 -2.2959 5.8504 1.012
C -1.6405 -2.0314 4.2358 -0.586
C -2.1929 -2.6545 3.1214 -0.109
C -1.6614 -2.4336 1.8638 -0.031
C -0.5558 -1.5876 1.6845 -0.258
C 0.0010 -0.9837 2.8227 -0.031
C -0.5315 -1.2060 4.0800 -0.114
C -0.0127 -1.3442 0.3931 -0.131
C 0.4559 -1.1477 -0.7151 -0.078
H -4.1805 0.8446 5.2994 0.085
H -4.7058 -0.5038 4.2885 0.094
H -3.0193 0.0208 4.2118 0.064
H -3.0465 -3.3097 3.2462 0.103
H -2.0927 -2.9160 0.9969 0.113
H 0.8592 -0.3366 2.7003 0.114
H -0.0931 -0.7325 4.9498 0.103
```

As for the max |F|: 0.354 eV/Å. The calculation puts the gap between HOMO and LUMO (alpha / beta) at 5.76 / 5.75 eV. As for the LUMO energy (alpha / beta): 2.1834 / 2.1740 eV. The charge is -1.

Entry 5:
A structure of composition C18H15N2O5PtSSbSe4, computed with ωB97M-V/def2-TZVPD.

```
47
Properties=species:S:1:pos:R:3:lowdin_charge:R:1
Pt -0.4262 -1.1652 0.5398 0.754
C -3.3552 -3.6321 0.5975 -0.053
C -1.9388 -3.9049 0.9407 -0.302
N -0.8899 -3.0941 0.9301 -0.038
C 0.2224 -3.8408 1.2618 -0.115
C -0.1625 -5.1260 1.5012 -0.082
N -1.5169 -5.1372 1.2998 0.174
C 0.5344 -6.3795 1.8892 -0.509
O 1.8324 -6.3110 2.0275 0.111
O -0.1137 -7.3917 2.0512 0.072
C 1.5744 -3.1964 1.2600 -0.578
O 2.5604 -3.9039 1.5626 0.016
O 1.5927 -1.9855 0.9302 -0.119
H -3.5069 -2.6005 0.2957 -0.070
H -3.9969 -3.8264 1.4587 0.094
H -3.6740 -4.2713 -0.2269 0.077
H -2.0832 -5.9654 1.3842 0.170
H 2.1820 -5.3556 1.8221 0.067
Se -5.8426 -2.0259 -1.5928 -0.437
Sb -4.9711 0.2604 -1.5513 0.026
Se -2.6275 -0.2739 0.3811 -0.178
Se -2.5018 1.9015 1.2972 -0.203
Se -4.1671 0.8490 -3.7722 -0.421
O 0.1820 0.7445 0.1061 -0.798
S 1.4821 1.2401 -0.4803 1.068
C 1.9261 2.5561 0.6437 -0.359
C 3.2492 2.9468 0.7537 -0.098
C 3.5709 3.9769 1.6289 -0.100
C 2.5702 4.5750 2.3810 -0.097
C 1.2508 4.1495 2.2726 -0.060
C 0.9100 3.1288 1.3988 -0.060
C 0.9052 2.2288 -1.8555 -0.357
C -0.4439 2.1964 -2.1614 -0.036
C -0.8821 2.9273 -3.2627 -0.057
C 0.0176 3.6652 -4.0137 -0.085
C 1.3715 3.6822 -3.6873 -0.102
C 1.8256 2.9515 -2.6036 -0.102
H 4.0185 2.4455 0.1780 0.104
H 4.5999 4.2970 1.7333 0.094
H 2.8224 5.3722 3.0703 0.094
H 0.4772 4.6080 2.8754 0.108
H -0.1133 2.7560 1.3146 -0.021
H -1.1465 1.6226 -1.5646 0.069
H -1.9330 2.8752 -3.5199 0.047
H -0.3340 4.2256 -4.8716 0.097
H 2.0717 4.2561 -4.2820 0.093
H 2.8778 2.9489 -2.3412 0.100
```

As for the max |F|: 0.594 eV/Å. The calculation puts the gap between HOMO and LUMO at 4.77 eV. As for the LUMO energy: 3.8177 eV. The charge is -2.

Entry 6:
An isolated molecule of C18H15N5O3S2 at a distorted geometry, computed with ωB97M-V/def2-TZVPD.

```
43
Properties=species:S:1:pos:R:3:lowdin_charge:R:1
C 5.2282 -1.1690 -0.2995 -0.106
C 5.5555 -0.6773 1.1105 -0.246
C 4.3268 -0.2634 1.8285 -0.583
N 4.0728 0.9250 2.2242 -0.001
N 2.8901 1.0786 2.8125 0.010
C 2.2122 -0.0163 2.8833 -0.667
N 0.9741 -0.1385 3.4275 -0.072
S -0.1033 -1.3157 2.8507 0.639
O -1.3598 -0.9703 3.4293 -0.267
O 0.4687 -2.5984 3.0967 -0.295
C -0.0974 -0.9839 1.0975 -0.305
C 0.4735 -1.8946 0.2288 -0.084
C 0.5316 -1.5990 -1.1188 0.004
C 0.0115 -0.3946 -1.6006 -0.235
N 0.1032 -0.1337 -2.9620 0.145
C -0.6637 0.6639 -3.7763 -0.423
O -0.2810 0.9341 -4.8925 0.106
C -1.9933 1.0979 -3.2636 -0.157
C -2.8607 0.1925 -2.6548 -0.017
C -4.1207 0.5977 -2.2646 -0.001
C -4.5228 1.9168 -2.4812 -0.223
C -5.8121 2.3369 -2.0752 -0.187
N -6.8546 2.6799 -1.7463 0.172
C -3.6637 2.8209 -3.1073 -0.003
C -2.4097 2.4045 -3.5059 0.002
C -0.5402 0.5234 -0.7029 0.003
C -0.5982 0.2217 0.6438 -0.031
S 3.0179 -1.4058 2.1889 1.115
H 4.5600 -2.0261 -0.2537 0.058
H 4.7453 -0.3800 -0.8711 0.079
H 6.1397 -1.4629 -0.8127 0.072
H 6.0463 -1.4768 1.6695 0.111
H 6.2234 0.1837 1.0682 0.116
H 0.5745 0.7055 3.8074 0.133
H 0.8600 -2.8205 0.6233 0.107
H 0.9783 -2.2997 -1.8082 0.120
H 0.8782 -0.5730 -3.4464 0.162
H -2.5546 -0.8313 -2.4993 0.127
H -4.7998 -0.0980 -1.7952 0.125
H -3.9894 3.8350 -3.2836 0.124
H -1.7375 3.0843 -4.0071 0.127
H -0.9025 1.4750 -1.0561 0.121
H -1.0276 0.9152 1.3489 0.124
```

The structure (SMILES) is CCc1nnc(NS(=O)(=O)c2ccc(NC(=O)c3ccc(C#N)cc3)cc2)s1. As for the max |F|: 1.780 eV/Å. The calculation puts the gap between HOMO and LUMO at 8.74 eV. As for the LUMO energy: -0.6326 eV. The charge is 0.